{
  "formula": "C18H19Cl5IIrNO2",
  "method": "ωB97M-V/def2-TZVPD",
  "spin_multiplicity": 2,
  "e_tot_ha": -3604.899552,
  "charge": 2,
  "elements": ["Ir", "C", "C", "C", "C", "C", "C", "C", "C", "C", "C", "H", "H", "H", "H", "H", "H", "H", "H", "H", "H", "H", "H", "H", "H", "H", "Cl", "C", "C", "Cl", "C", "Cl", "C", "O", "C", "Cl", "C", "Cl", "N", "C", "O", "C", "I", "H", "H", "H", "H"],
  "positions_angstrom": [[0.0872, -0.0503, -0.0357], [1.1938, -0.2599, 2.2153], [0.1154, -1.2119, 2.2249], [-1.1204, -0.4748, 2.2071], [-0.8094, 0.9284, 2.2207], [0.6200, 1.0603, 2.2402], [1.4129, 2.2939, 2.4169], [-1.8166, 2.0023, 2.3683], [-2.4668, -1.0620, 2.3599], [0.2022, -2.6734, 2.4276], [2.6436, -0.5257, 2.3559], [2.2339, 2.3311, 1.7005], [1.8729, 2.2922, 3.4088], [0.8078, 3.1909, 2.3298], [-2.5094, 2.0107, 1.5255], [-1.3573, 2.9812, 2.4587], [-2.4187, 1.8232, 3.2611], [-3.2383, -0.4074, 1.9617], [-2.6840, -1.2094, 3.4223], [-2.5258, -2.0400, 1.8868], [-0.3498, -3.2114, 1.6555], [-0.2677, -2.9333, 3.3794], [1.2293, -3.0235, 2.4447], [3.0290, -0.0306, 3.2481], [3.1874, -0.1090, 1.5067], [2.8592, -1.5864, 2.4295], [-3.5159, 0.4869, -6.3026], [-2.8090, -0.0739, -4.8700], [-2.3291, 0.8547, -3.9123], [-2.4237, 2.5257, -4.2263], [-1.7651, 0.3875, -2.7373], [-1.1970, 1.4958, -1.5569], [-1.5845, -0.9985, -2.4564], [-1.0079, -1.4215, -1.4122], [-2.0730, -1.9145, -3.4591], [-1.8582, -3.5754, -3.1901], [-2.6762, -1.4543, -4.6283], [-3.2338, -2.5664, -5.7966], [2.8271, -1.3119, -2.4826], [2.7877, -0.1209, -1.8994], [2.1843, 0.0992, -0.8388], [3.5109, 0.9987, -2.5998], [2.3288, 1.4892, -4.3546], [2.3359, -2.0981, -2.0814], [3.3321, -1.4622, -3.3439], [4.5100, 0.7210, -2.9318], [3.5476, 1.8903, -1.9776]],
  "atomic_forces_ev_per_a": [[-0.5, -0.2, 5.7], [-0.6, 0.0, -0.8], [0.2, 0.6, -1.3], [0.5, 0.4, -1.4], [0.3, -0.7, -0.8], [-0.2, -0.5, -1.7], [0.3, 0.2, 0.0], [-0.1, 0.1, -0.1], [-0.2, -0.1, 0.0], [-0.1, -0.3, -0.1], [0.1, 0.0, -0.1], [0.0, 0.1, 0.0], [-0.1, 0.0, 0.0], [0.0, 0.1, -0.1], [0.0, 0.0, 0.0], [0.0, 0.1, 0.0], [0.0, 0.0, 0.0], [0.0, 0.0, -0.1], [0.0, 0.0, 0.0], [-0.1, 0.0, -0.1], [0.1, 0.0, 0.0], [0.1, 0.0, 0.0], [0.0, -0.1, 0.0], [0.0, 0.0, 0.1], [0.0, 0.0, 0.0], [0.0, 0.0, 0.0], [0.2, -0.1, 0.4], [-0.1, -0.1, -0.3], [0.5, 0.1, 0.9], [0.0, -0.1, 0.1], [-0.3, 0.5, -1.0], [0.6, 0.1, 0.4], [0.2, -0.2, 0.2], [0.6, 0.6, 0.1], [-0.3, -0.3, -0.5], [0.0, 0.2, 0.1], [0.2, -0.5, 0.3], [0.0, 0.1, 0.1], [-0.1, -0.2, 0.1], [0.4, -0.1, -0.9], [-1.2, 0.2, 0.5], [-0.2, 0.1, -0.1], [0.3, 0.0, 0.4], [0.0, 0.1, 0.0], [-0.1, 0.1, 0.1], [-0.1, 0.0, -0.1], [0.0, -0.2, -0.1]],
  "mulliken_spin": [0.16, -0.03, -0.05, -0.02, -0.04, -0.04, 0.01, 0.00, 0.00, 0.01, 0.00, 0.00, 0.00, 0.00, 0.00, 0.00, 0.00, 0.00, 0.00, 0.00, 0.00, 0.00, 0.00, 0.00, 0.00, 0.00, 0.09, 0.25, -0.01, 0.01, 0.11, 0.03, 0.13, 0.27, 0.17, 0.05, -0.08, -0.01, 0.00, 0.00, 0.00, 0.00, 0.00, 0.00, 0.00, 0.00, 0.00]
}


{
  "formula": "C18H19ClN2O2",
  "method": "ωB97M-V/def2-TZVPD",
  "smiles": "O=C(CCNC(=O)c1ccccc1)NCCc1ccc(Cl)cc1",
  "spin_multiplicity": 1,
  "relative_energy_ev": 0.000,
  "elements": ["O", "C", "C", "C", "N", "C", "O", "C", "C", "C", "C", "C", "C", "N", "C", "C", "C", "C", "C", "C", "Cl", "C", "C", "H", "H", "H", "H", "H", "H", "H", "H", "H", "H", "H", "H", "H", "H", "H", "H", "H", "H", "H"],
  "positions_angstrom": [[-0.6498, -0.2505, 1.2514], [-0.5784, 0.7813, 0.6135], [-0.4956, 2.1485, 1.2864], [0.9145, 2.7289, 1.0859], [1.9162, 1.6926, 1.1909], [2.4636, 1.1281, 0.0849], [2.3419, 1.6098, -1.0271], [3.2573, -0.1033, 0.3540], [2.7603, -1.1096, 1.1773], [3.5041, -2.2580, 1.3844], [4.7423, -2.4060, 0.7812], [5.2311, -1.4129, -0.0520], [4.4867, -0.2692, -0.2741], [-0.5153, 0.8202, -0.7286], [-0.4972, -0.3712, -1.5407], [-1.7949, -0.5034, -2.3546], [-2.9700, -0.5130, -1.4198], [-3.3316, -1.6772, -0.7537], [-4.3647, -1.6804, 0.1640], [-5.0444, -0.5016, 0.4231], [-6.3386, -0.4939, 1.5704], [-4.7013, 0.6713, -0.2272], [-3.6644, 0.6570, -1.1425], [-1.2476, 2.8230, 0.8773], [-0.6954, 2.0010, 2.3486], [1.0256, 3.1539, 0.0851], [1.1147, 3.5096, 1.8251], [1.9665, 1.1890, 2.0631], [1.7787, -1.0178, 1.6210], [3.1140, -3.0411, 2.0176], [5.3223, -3.3010, 0.9526], [6.1911, -1.5330, -0.5321], [4.8471, 0.5097, -0.9292], [-0.3633, 1.6983, -1.1979], [-0.4024, -1.2165, -0.8551], [0.3715, -0.3423, -2.2048], [-1.8722, 0.3341, -3.0503], [-1.7525, -1.4297, -2.9285], [-2.7959, -2.5936, -0.9520], [-4.6391, -2.5870, 0.6799], [-5.2380, 1.5834, -0.0168], [-3.3967, 1.5725, -1.6505]],
  "atomic_forces_ev_per_a": [[0.0, -0.4, 0.3], [-0.2, 0.6, 0.2], [0.1, -0.2, 0.1], [-0.1, 0.1, -0.1], [-0.1, 0.1, 0.3], [0.2, 0.1, 0.1], [0.1, 0.0, -0.3], [0.1, -0.3, -0.1], [0.0, 0.1, 0.0], [0.1, -0.1, 0.1], [0.0, -0.1, 0.0], [0.0, 0.0, 0.0], [-0.1, 0.1, 0.0], [0.0, 0.0, -0.4], [0.0, -0.2, -0.2], [0.2, 0.0, 0.3], [-0.1, 0.0, -0.2], [0.0, 0.1, 0.0], [-0.1, 0.0, 0.1], [0.2, 0.0, -0.1], [-0.2, 0.0, 0.2], [-0.1, 0.0, 0.1], [0.0, -0.1, 0.0], [-0.1, 0.1, 0.0], [-0.1, 0.0, -0.1], [0.0, 0.0, 0.2], [0.0, 0.0, -0.1], [0.1, 0.0, -0.1], [-0.1, 0.0, 0.0], [0.0, -0.1, 0.0], [0.0, -0.1, 0.0], [0.1, 0.0, 0.0], [0.0, 0.1, -0.1], [0.1, 0.0, 0.2], [0.1, 0.1, -0.1], [0.0, 0.0, 0.1], [0.0, 0.0, -0.1], [0.0, 0.0, -0.1], [0.1, -0.1, 0.0], [0.0, -0.1, 0.1], [-0.1, 0.1, 0.0], [0.0, 0.1, -0.1]],
  "nbo_charge": [-0.65, 0.69, -0.51, -0.22, -0.61, 0.68, -0.64, -0.17, -0.15, -0.23, -0.20, -0.21, -0.16, -0.62, -0.22, -0.42, -0.03, -0.14, -0.24, -0.05, 0.00, -0.22, -0.21, 0.22, 0.23, 0.23, 0.21, 0.40, 0.23, 0.22, 0.21, 0.22, 0.23, 0.40, 0.23, 0.21, 0.21, 0.22, 0.21, 0.23, 0.22, 0.21]
}


{
  "formula": "C18H19F4N3O2Pd",
  "method": "ωB97M-V/def2-TZVPD",
  "spin_multiplicity": 1,
  "charge": -2,
  "relative_energy_ev": 0.000,
  "elements": ["Pd", "C", "C", "N", "C", "C", "C", "C", "N", "C", "C", "F", "C", "F", "C", "C", "F", "C", "F", "H", "H", "H", "H", "H", "H", "H", "H", "H", "H", "H", "H", "H", "H", "H", "O", "C", "O", "C", "C", "C", "C", "C", "N", "H", "H", "H", "H"],
  "positions_angstrom": [[-0.7716, -1.0590, -0.7830], [-0.3959, 0.9889, -3.2813], [0.5913, 1.3666, -2.1863], [0.0121, 1.3138, -0.8468], [-1.0894, 2.2441, -0.6305], [-0.7517, 3.7310, -0.7719], [1.0499, 1.3725, 0.1701], [0.5603, 1.2605, 1.6090], [-0.3291, 0.1490, 1.8070], [-0.6333, -0.1896, 3.0379], [-1.4776, -1.3464, 3.2567], [-1.9280, -2.0026, 2.1753], [-1.8292, -1.8053, 4.4907], [-2.6109, -2.9136, 4.5796], [-1.4270, -1.1940, 5.6801], [-0.6458, -0.0685, 5.5112], [-0.2296, 0.6033, 6.6226], [-0.2687, 0.4256, 4.2854], [0.4588, 1.5876, 4.2959], [0.1350, 0.7431, -4.2025], [-1.1100, 1.7884, -3.4966], [-0.9317, 0.0904, -2.9571], [1.0282, 2.3640, -2.3889], [1.4160, 0.6516, -2.1960], [-1.4840, 2.0432, 0.3660], [-1.8874, 1.9793, -1.3267], [0.0564, 4.0228, -0.0974], [-1.6249, 4.3398, -0.5243], [-0.4487, 3.9855, -1.7901], [1.6181, 2.3242, 0.1092], [1.7514, 0.5665, -0.0557], [0.1049, 2.2241, 1.8962], [1.4750, 1.1894, 2.2179], [-1.6949, -1.5768, 6.6515], [-0.5461, -3.2319, -4.9502], [-0.9185, -2.8474, -3.8135], [-2.0657, -2.6026, -3.4052], [0.2497, -2.6102, -2.8166], [1.4803, -2.1877, -3.3199], [2.5319, -1.9178, -2.4557], [2.3342, -2.0870, -1.0965], [1.0911, -2.5471, -0.6599], [0.0609, -2.8384, -1.4932], [1.5675, -2.0954, -4.3937], [3.4880, -1.5742, -2.8390], [3.1128, -1.8822, -0.3711], [0.9260, -2.7772, 0.3874]],
  "atomic_forces_ev_per_a": [[0.5, 0.2, 0.2], [0.0, 0.0, 0.1], [0.0, 0.1, 0.0], [-0.2, -0.1, -0.1], [-0.1, 0.0, 0.0], [0.0, 0.0, 0.0], [0.1, 0.2, 0.0], [0.1, 0.1, 0.0], [0.0, -0.1, 0.1], [-0.1, -0.1, -0.1], [0.1, 0.2, 0.0], [0.0, -0.1, -0.1], [0.0, 0.0, 0.1], [0.0, 0.0, 0.0], [0.0, 0.0, 0.0], [0.0, 0.0, 0.1], [0.0, 0.0, 0.0], [0.0, 0.0, 0.0], [0.0, 0.0, 0.1], [0.0, 0.0, 0.0], [0.0, 0.0, 0.0], [-0.1, 0.0, -0.1], [0.0, 0.0, 0.0], [0.0, 0.0, 0.0], [0.0, 0.0, 0.0], [0.0, 0.0, 0.0], [0.0, 0.0, 0.0], [0.0, 0.0, 0.0], [0.0, 0.0, 0.0], [0.0, 0.0, -0.1], [-0.1, -0.1, 0.0], [0.0, 0.0, 0.0], [0.0, 0.0, 0.0], [0.0, 0.0, 0.0], [0.0, 0.0, 0.0], [0.1, 0.0, 0.0], [0.0, 0.0, 0.1], [0.1, 0.1, -0.1], [-0.2, -0.1, 0.0], [0.1, 0.0, 0.1], [0.1, 0.0, -0.1], [-0.3, 0.2, 0.2], [-0.2, -0.4, -0.2], [0.0, 0.0, 0.0], [0.0, 0.0, 0.0], [0.0, 0.0, 0.0], [0.1, -0.1, 0.0]],
  "nbo_charge": [0.24, -0.63, -0.22, -0.47, -0.23, -0.64, -0.20, -0.24, -0.62, 0.12, 0.29, -0.31, 0.32, -0.34, -0.50, 0.35, -0.35, 0.16, -0.35, 0.21, 0.18, 0.25, 0.14, 0.22, 0.22, 0.20, 0.20, 0.20, 0.19, 0.14, 0.21, 0.15, 0.17, 0.22, -0.79, 0.73, -0.74, 0.10, -0.29, -0.24, -0.31, -0.05, -0.48, 0.23, 0.19, 0.20, 0.20]
}